1:
C18H22N2O2 | ωB97M-V with the def2-TZVPD basis set

Bonds (Å) are listed after each position.
Atoms and positions in Å:
1 C 0.290 5.035 -3.995  C2 1.521, H23 1.086, H24 1.087, H25 1.086
2 C 0.646 3.684 -3.393  C1 1.521, O3 1.411, H26 1.100, H27 1.100
3 O 1.250 3.919 -2.140  C2 1.411, C4 1.367
4 C 1.652 2.847 -1.394  O3 1.367, C5 1.387, C22 1.396
5 C 1.529 1.516 -1.767  C4 1.387, C6 1.387, H28 1.079
6 C 1.966 0.506 -0.923  C5 1.387, C7 1.391, H29 1.079
7 C 2.536 0.795 0.312  C6 1.391, N8 1.394, C21 1.398
8 N 3.048 -0.185 1.162  C7 1.394, C9 1.445, H30 1.012
9 C 2.485 -1.516 1.133  N8 1.445, C10 1.537, H31 1.093, H32 1.094
10 C 0.984 -1.478 1.462  C9 1.537, O11 1.211, N12 1.357
11 O 0.551 -0.769 2.343  C10 1.211
12 N 0.219 -2.264 0.663  C10 1.357, C13 1.416, H33 1.010
13 C -1.187 -2.401 0.757  N12 1.416, C14 1.390, C19 1.396
14 C -1.719 -3.679 0.889  C13 1.390, C15 1.379, H34 1.081
15 C -3.082 -3.868 0.980  C14 1.379, C16 1.390, H35 1.080
16 C -3.944 -2.778 0.942  C15 1.390, C17 1.499, C18 1.386
17 C -5.426 -2.979 1.037  C16 1.499, H36 1.087, H37 1.088, H38 1.090
18 C -3.401 -1.512 0.784  C16 1.386, C19 1.390, H39 1.081
19 C -2.033 -1.293 0.677  C13 1.396, C18 1.390, C20 1.494
20 C -1.506 0.089 0.464  C19 1.494, H40 1.087, H41 1.090, H42 1.089
21 C 2.658 2.139 0.676  C7 1.398, C22 1.375, H43 1.081
22 C 2.229 3.144 -0.158  C4 1.396, C21 1.375, H44 1.078
23 H -0.180 4.897 -4.965  C1 1.086
24 H -0.393 5.565 -3.337  C1 1.087
25 H 1.189 5.634 -4.115  C1 1.086
26 H -0.262 3.076 -3.268  C2 1.100
27 H 1.339 3.146 -4.055  C2 1.100
28 H 1.089 1.241 -2.713  C5 1.079
29 H 1.854 -0.515 -1.254  C6 1.079
30 H 3.146 0.163 2.107  N8 1.012
31 H 2.669 -1.969 0.156  C9 1.093
32 H 2.996 -2.115 1.892  C9 1.094
33 H 0.688 -2.974 0.118  N12 1.010
34 H -1.050 -4.528 0.928  C14 1.081
35 H -3.481 -4.866 1.089  C15 1.080
36 H -5.934 -2.042 1.248  C17 1.087
37 H -5.666 -3.694 1.822  C17 1.088
38 H -5.812 -3.375 0.097  C17 1.090
39 H -4.064 -0.660 0.732  C18 1.081
40 H -2.303 0.758 0.150  C20 1.087
41 H -1.071 0.469 1.388  C20 1.090
42 H -0.717 0.095 -0.288  C20 1.089
43 H 3.094 2.388 1.633  C21 1.081
44 H 2.321 4.179 0.129  C22 1.078

Calculated values
charge	0
SMILES string	CCOc1ccc(NCC(=O)Nc2ccc(C)cc2C)cc1
HOMO energy	-7.48	eV

=====

2:
C18H22N2O2 | ωB97M-V with the def2-TZVPD basis set

Bonds (Å) are listed after each position.
Atoms and positions in Å:
1 C -0.169 4.641 1.838  C2 1.531, H23 1.089, H24 1.088, H25 1.087
2 C 0.815 4.177 0.762  C1 1.531, C3 1.531, N4 1.460, H26 1.097
3 C 1.090 5.314 -0.227  C2 1.531, H27 1.087, H28 1.086, H29 1.087
4 N 0.331 3.025 0.008  C2 1.460, C5 1.442, H30 1.014
5 C 0.864 1.733 0.362  N4 1.442, C6 1.548, H31 1.095, H32 1.093
6 C 0.449 1.210 1.758  C5 1.548, O7 1.409, C8 1.541, H33 1.095
7 O -0.953 1.223 1.899  C6 1.409, H34 0.967
8 C 0.986 -0.208 2.035  C6 1.541, O9 1.411, H35 1.092, H36 1.096
9 O 0.354 -1.154 1.200  C8 1.411, C10 1.364
10 C 0.917 -1.579 0.032  O9 1.364, C11 1.386, C22 1.402
11 C 2.191 -1.286 -0.431  C10 1.386, C12 1.393, H37 1.078
12 C 2.655 -1.805 -1.638  C11 1.393, C13 1.379, H38 1.080
13 C 1.881 -2.627 -2.430  C12 1.379, C14 1.388, H39 1.079
14 C 0.605 -2.926 -1.974  C13 1.388, N15 1.370, C22 1.411
15 N -0.367 -3.702 -2.551  C14 1.370, C16 1.372, H40 1.005
16 C -1.478 -3.716 -1.744  N15 1.372, C17 1.386, C21 1.415
17 C -2.691 -4.363 -1.919  C16 1.386, C18 1.382, H41 1.080
18 C -3.650 -4.206 -0.936  C17 1.382, C19 1.393, H42 1.080
19 C -3.408 -3.429 0.195  C18 1.393, C20 1.381, H43 1.080
20 C -2.200 -2.783 0.375  C19 1.381, C21 1.389, H44 1.079
21 C -1.222 -2.922 -0.601  C16 1.415, C20 1.389, C22 1.436
22 C 0.113 -2.416 -0.754  C10 1.402, C14 1.411, C21 1.436
23 H -1.065 5.043 1.369  C1 1.089
24 H 0.276 5.420 2.453  C1 1.088
25 H -0.464 3.814 2.479  C1 1.087
26 H 1.764 3.898 1.237  C2 1.097
27 H 1.488 6.183 0.292  C3 1.087
28 H 1.806 4.989 -0.976  C3 1.086
29 H 0.170 5.597 -0.732  C3 1.087
30 H -0.682 2.998 0.038  N4 1.014
31 H 0.517 1.025 -0.398  C5 1.095
32 H 1.955 1.785 0.311  C5 1.093
33 H 0.836 1.882 2.532  C6 1.095
34 H -1.298 0.483 1.382  O7 0.967
35 H 2.075 -0.235 1.955  C8 1.092
36 H 0.702 -0.493 3.053  C8 1.096
37 H 2.851 -0.644 0.130  C11 1.078
38 H 3.654 -1.548 -1.956  C12 1.080
39 H 2.251 -3.020 -3.364  C13 1.079
40 H -0.278 -4.188 -3.426  N15 1.005
41 H -2.880 -4.968 -2.793  C17 1.080
42 H -4.605 -4.698 -1.044  C18 1.080
43 H -4.181 -3.334 0.943  C19 1.080
44 H -2.009 -2.190 1.256  C20 1.079

Calculated values
charge	0
SMILES string	CC(C)NC[C@@H](O)COc1cccc2[nH]c3ccccc3c12
HOMO energy	-7.83	eV

=====

Most stable to least stable: 1, 2

=====

1:
CH3ClO2PS | ωB97M-V with the def2-TZVPD basis set

Bonds (Å) are listed after each position.
Atoms and positions in Å:
1 C 0.736 0.466 -0.559  S5 1.836, H7 1.095, H8 1.091, H9 1.096
2 O -3.445 -0.861 0.401  P4 1.486
3 O -1.360 -0.501 1.944  P4 1.487
4 P -1.980 -0.730 0.612  O2 1.486, O3 1.487, S5 2.162
5 S -0.978 0.108 -1.111  C1 1.836, P4 2.162
6 Cl 3.700 -0.044 0.257  no bonds
7 H 0.752 1.480 -0.145  C1 1.095
8 H 1.303 0.328 -1.481  C1 1.091
9 H 1.271 -0.246 0.081  C1 1.096

Calculated values
charge	-1
HOMO energy	-4.27	eV

=====

2:
CH3ClO2PS | ωB97M-V with the def2-TZVPD basis set

Bonds (Å) are listed after each position.
Atoms and positions in Å:
1 C -0.612 -0.479 -1.249  Cl6 1.729, H7 1.076, H8 1.079
2 O 2.217 -1.896 2.227  P4 1.468
3 O 2.305 0.624 1.867  P4 1.662, H9 0.959
4 P 1.362 -0.744 1.913  O2 1.468, O3 1.662, S5 2.000
5 S -0.231 -0.314 3.044  P4 2.000
6 Cl 0.344 -0.022 -2.616  C1 1.729
7 H -1.333 0.276 -0.990  C1 1.076
8 H -0.956 -1.499 -1.328  C1 1.079
9 H 1.734 1.389 1.776  O3 0.959

Calculated values
charge	-1
HOMO energy (spin up / spin down)	-4.31 / -2.81	eV

=====

Most stable to least stable: 1, 2

=====

1:
C4H11NO2 | ωB97M-V with the def2-TZVPD basis set

Bonds (Å) are listed after each position.
Atoms and positions in Å:
1 N 1.837 -2.070 -0.074  C2 1.410, H6 0.933, H7 1.026
2 C 1.025 -1.647 -1.146  N1 1.410, C3 1.340, H8 1.078
3 C 1.041 -2.341 -2.293  C2 1.340, C4 1.445, H9 1.045
4 C 0.330 -1.623 -3.326  C3 1.445, C5 1.364, H10 1.061
5 C -0.673 -2.242 -4.012  C4 1.364, H11 1.116, H12 1.040
6 H 1.607 -1.987 0.827  N1 0.933
7 H 2.487 -2.861 -0.137  N1 1.026
8 H 0.218 -0.964 -0.934  C2 1.078
9 H 1.524 -3.218 -2.593  C3 1.045
10 H 0.384 -0.575 -3.482  C4 1.061
11 H -1.426 -1.909 -4.764  C5 1.116
12 H -0.919 -3.233 -3.812  C5 1.040
13 H -0.248 5.321 4.649  O15 0.925
14 H -1.354 5.096 5.527  O15 1.051
15 O -1.157 5.233 4.504  H13 0.925, H14 1.051
16 H -1.865 3.677 4.014  O18 0.970
17 H -1.002 2.584 3.351  O18 0.898
18 O -1.809 2.760 3.703  H16 0.970, H17 0.898

Calculated values
charge	+1
2S+1	2
HOMO energy (spin up / spin down)	-12.66 / -12.66	eV

=====

2:
C4H11NO2 | ωB97M-V with the def2-TZVPD basis set

Bonds (Å) are listed after each position.
Atoms and positions in Å:
1 C 0.574 -1.911 0.689  C2 1.557, H8 1.081, H9 1.078, H10 1.111
2 C -0.264 -0.626 0.423  C1 1.557, C3 1.606, N5 1.455, H11 1.109
3 C 0.615 0.554 1.065  C2 1.606, O4 1.403, H12 1.150, H13 1.107
4 O 0.500 0.578 2.463  C3 1.403, H14 0.966
5 N -0.599 -0.266 -0.946  C2 1.455, C6 1.447, H15 1.027
6 C -0.677 1.046 -1.552  N5 1.447, O7 1.464, H16 1.119, H17 1.087
7 O -1.722 1.245 -2.557  C6 1.464, H18 0.967
8 H 0.324 -2.738 0.040  C1 1.081
9 H 0.309 -2.260 1.674  C1 1.078
10 H 1.667 -1.713 0.700  C1 1.111
11 H -1.110 -0.588 1.138  C2 1.109
12 H 1.673 0.662 0.628  C3 1.150
13 H 0.185 1.471 0.617  C3 1.107
14 H 1.255 0.078 2.800  O4 0.966
15 H -0.138 -0.829 -1.671  N5 1.027
16 H 0.292 1.363 -2.013  C6 1.119
17 H -1.123 1.732 -0.835  C6 1.087
18 H -1.759 2.205 -2.664  O7 0.967

Calculated values
charge	+1
2S+1	2
HOMO energy (spin up / spin down)	-15.28 / -15.13	eV

=====

3:
C4H11NO2 | ωB97M-V with the def2-TZVPD basis set

Bonds (Å) are listed after each position.
Atoms and positions in Å:
1 C 0.677 1.708 1.757  N2 1.469, H7 1.029, H8 1.121, H9 1.116
2 N 0.874 0.910 0.539  C1 1.469, C3 1.442, H10 1.070
3 C -0.275 0.943 -0.333  N2 1.442, C4 1.634, H11 1.063, H12 1.105
4 C 0.065 -0.231 -1.417  C3 1.634, C5 1.447, H13 1.085, H14 1.130
5 C -0.969 -1.216 -1.649  C4 1.447, O6 1.276, H15 1.092
6 O -2.043 -1.216 -0.960  C5 1.276
7 H 1.421 1.506 2.438  C1 1.029
8 H 0.725 2.824 1.663  C1 1.121
9 H -0.307 1.426 2.202  C1 1.116
10 H 1.736 1.345 0.077  N2 1.070
11 H -1.092 0.763 0.323  C3 1.063
12 H -0.449 1.931 -0.797  C3 1.105
13 H 1.025 -0.632 -1.105  C4 1.085
14 H 0.256 0.287 -2.403  C4 1.130
15 H -0.845 -1.968 -2.430  C5 1.092
16 H -0.486 -3.549 0.829  O18 0.976
17 H -0.414 -2.054 0.353  O18 1.049
18 O 0.102 -2.776 0.914  H16 0.976, H17 1.049

Calculated values
charge	+1
2S+1	2
HOMO energy (spin up / spin down)	-14.43 / -14.43	eV

=====

4:
C4H11NO2 | ωB97M-V with the def2-TZVPD basis set

Bonds (Å) are listed after each position.
Atoms and positions in Å:
1 C -1.924 1.485 0.173  N2 1.474, H8 1.108, H9 1.096, H10 1.094
2 N -1.067 0.551 0.924  C1 1.474, C3 1.593, H11 1.130
3 C -0.060 -0.275 0.006  N2 1.593, C4 1.492, C6 1.500, H12 1.070
4 C 0.555 -1.400 0.770  C3 1.492, O5 1.466, H13 1.155, H14 1.087
5 O 1.261 -2.320 -0.126  C4 1.466, H15 0.998
6 C 0.891 0.634 -0.713  C3 1.500, O7 1.482, H16 1.056, H17 1.077
7 O 1.543 0.214 -1.976  C6 1.482, H18 0.955
8 H -2.486 2.120 0.885  C1 1.108
9 H -1.227 2.082 -0.425  C1 1.096
10 H -2.488 0.820 -0.488  C1 1.094
11 H -0.393 1.003 1.711  N2 1.130
12 H -0.675 -0.665 -0.779  C3 1.070
13 H 1.285 -0.906 1.517  C4 1.155
14 H -0.183 -1.989 1.309  C4 1.087
15 H 1.011 -3.256 0.114  O5 0.998
16 H 0.476 1.564 -0.994  C6 1.056
17 H 1.664 1.028 -0.073  C6 1.077
18 H 1.817 -0.690 -1.836  O7 0.955

Calculated values
charge	+1
2S+1	2
HOMO energy (spin up / spin down)	-14.85 / -14.78	eV

=====

Most stable to least stable: 1, 2, 4, 3